(1)
This record from OMol25 describes C5H7NO2 as an isolated structure. The level of theory is ωB97M-V with the def2-TZVPD basis set.

```
! RIJCOSX wB97M-V def2-TZVPD def2/J DEFGRID3
* xyz 0 1
C -0.176 1.429 0.632
C -1.567 -0.787 -0.222
C 1.188 -0.256 -0.751
C 1.328 -0.839 0.666
C 0.187 0.138 0.243
N -2.515 -0.097 0.352
O -0.980 1.707 1.476
O -1.612 -1.696 -0.978
H 0.119 2.314 -0.144
H 1.976 0.434 -1.012
H 0.889 -0.883 -1.544
H 1.297 -1.894 0.803
H 2.305 -0.514 1.185
H -2.311 0.543 1.025
H -3.439 -0.384 0.219
*
```

HOMO-LUMO gap   9.76 eV
Relative energy (zero: lowest compared OMol25 entry of this formula, charge and spin)   67.88 kcal per mole
LUMO energy   0.337 eV
HOMO   -9.43 eV

---

(2)
This record from OMol25 describes a 9-piece molecular cluster, C43H103F6N11O5P overall. The level of theory is ωB97M-V with the def2-TZVPD basis set.

```
! RIJCOSX wB97M-V def2-TZVPD def2/J DEFGRID3
* xyz 7 1
C 21.240 -6.717 18.878
N 21.615 -5.980 17.615
C 22.964 -6.428 17.127
C 20.683 -6.420 16.506
C 21.625 -4.472 17.782
C 20.344 -3.672 18.010
O 19.893 -3.948 19.325
H 21.321 -7.790 18.712
H 20.254 -6.389 19.184
H 21.983 -6.509 19.647
H 23.112 -6.046 16.119
H 23.024 -7.515 17.055
H 23.825 -6.153 17.737
H 20.855 -7.475 16.300
H 20.831 -5.840 15.598
H 19.659 -6.330 16.862
H 22.089 -4.041 16.891
H 22.345 -4.264 18.574
H 19.653 -3.913 17.202
H 20.556 -2.604 17.918
H 18.937 -3.829 19.358
C 15.815 -5.484 13.771
N 16.278 -6.720 14.460
C 16.244 -7.901 13.472
C 17.749 -6.417 14.723
C 15.617 -6.906 15.793
C 14.130 -7.187 15.770
O 13.341 -6.010 15.613
H 16.369 -5.291 12.858
H 15.838 -4.625 14.443
H 14.746 -5.580 13.568
H 16.845 -7.600 12.622
H 15.226 -8.090 13.139
H 16.622 -8.698 14.107
H 17.830 -5.496 15.295
H 18.292 -6.373 13.784
H 18.184 -7.211 15.330
H 15.790 -6.046 16.441
H 16.168 -7.747 16.215
H 13.852 -7.538 16.771
H 13.796 -8.055 15.193
H 12.467 -6.175 15.984
C 18.810 1.299 8.860
N 18.952 -0.199 9.098
C 19.482 -0.817 7.810
C 20.005 -0.575 10.105
C 17.619 -0.862 9.400
C 16.707 -0.185 10.448
O 16.340 1.115 10.079
H 18.027 1.365 8.111
H 19.783 1.689 8.580
H 18.456 1.741 9.786
H 18.769 -0.668 7.001
H 19.677 -1.887 7.877
H 20.441 -0.359 7.575
H 19.576 -0.250 11.056
H 20.955 -0.045 10.046
H 20.177 -1.642 10.029
H 17.847 -1.922 9.481
H 17.046 -0.741 8.477
H 17.198 -0.176 11.427
H 15.845 -0.855 10.483
H 15.621 1.439 10.628
C 23.254 2.921 18.581
N 22.933 2.002 19.742
C 23.985 0.918 19.974
C 22.902 2.978 20.934
C 21.571 1.382 19.506
C 21.426 0.304 18.450
O 21.575 0.746 17.096
H 23.276 2.243 17.726
H 24.191 3.448 18.725
H 22.424 3.589 18.362
H 24.045 0.362 19.042
H 23.519 0.299 20.735
H 24.905 1.438 20.216
H 22.079 3.645 20.703
H 23.892 3.411 21.034
H 22.680 2.358 21.802
H 20.885 2.212 19.331
H 21.277 0.945 20.463
H 20.378 -0.003 18.511
H 22.051 -0.560 18.684
H 20.813 0.407 16.575
C 22.193 4.823 13.117
N 20.768 5.156 13.452
C 20.800 6.697 13.688
C 19.835 5.042 12.281
C 20.280 4.466 14.718
C 20.591 2.977 14.799
O 20.041 2.316 13.682
H 22.186 3.746 12.941
H 22.834 5.056 13.962
H 22.426 5.354 12.199
H 19.909 6.939 14.263
H 20.739 7.199 12.727
H 21.724 6.946 14.201
H 18.803 5.353 12.439
H 19.741 3.975 12.071
H 20.256 5.568 11.430
H 19.225 4.732 14.668
H 20.756 4.956 15.568
H 20.158 2.543 15.711
H 21.635 2.697 14.989
H 20.046 1.351 13.843
C 14.096 7.011 16.482
C 15.373 6.601 15.762
N 15.764 5.202 16.051
C 15.249 4.152 15.363
C 15.720 2.964 15.896
N 16.556 3.375 16.885
C 16.545 4.708 17.043
C 17.534 2.459 17.502
H 14.037 6.746 17.536
H 13.213 6.559 16.022
H 13.971 8.083 16.332
H 16.191 7.224 16.126
H 15.338 6.654 14.677
H 14.562 4.349 14.554
H 15.541 1.949 15.592
H 17.169 5.260 17.726
H 18.280 3.028 18.050
H 17.906 1.662 16.855
H 16.991 1.906 18.277
C 23.867 0.342 13.573
C 23.684 -1.167 13.800
N 23.419 -1.877 12.554
C 24.012 -1.647 11.338
C 23.433 -2.491 10.433
N 22.402 -3.125 11.069
C 22.532 -2.864 12.395
C 21.524 -4.111 10.484
H 24.617 0.583 12.820
H 24.223 0.899 14.440
H 22.937 0.836 13.278
H 22.955 -1.385 14.576
H 24.623 -1.581 14.176
H 24.822 -0.943 11.253
H 23.632 -2.645 9.384
H 21.963 -3.243 13.228
H 22.157 -4.801 9.927
H 20.781 -3.668 9.824
H 20.980 -4.650 11.256
C 10.636 0.612 17.899
C 10.802 -0.891 18.186
N 12.224 -1.196 18.432
C 12.934 -1.021 19.613
C 14.252 -1.210 19.363
N 14.379 -1.378 17.988
C 13.147 -1.394 17.475
C 15.610 -1.613 17.202
H 11.259 1.046 17.119
H 10.809 1.168 18.822
H 9.591 0.775 17.638
H 10.557 -1.497 17.315
H 10.172 -1.212 19.011
H 12.355 -0.732 20.476
H 15.169 -1.191 19.925
H 12.868 -1.405 16.433
H 16.009 -0.687 16.799
H 15.257 -2.231 16.377
H 16.327 -2.193 17.773
P 19.071 -1.401 14.973
F 17.643 -0.754 14.545
F 18.848 -2.321 13.655
F 19.767 -0.275 14.010
F 20.539 -2.050 15.279
F 19.237 -0.440 16.278
F 18.322 -2.507 15.879
*
```

HOMO-LUMO gap   10.03 eV
Relative energy (zero: lowest compared OMol25 entry of this formula, charge and spin)   53.83 kcal per mole
LUMO energy   -12.825 eV
HOMO   -22.86 eV

---

(3)
This record from OMol25 describes C33H23ClN8O9S3Ti as an isolated structure. The level of theory is ωB97M-V with the def2-TZVPD basis set.

```
! RIJCOSX wB97M-V def2-TZVPD def2/J DEFGRID3
* xyz -2 3
Ti 0.806 0.115 0.497
S 1.219 3.094 2.072
C 1.155 1.733 3.128
C 1.159 1.879 4.542
C 1.043 0.794 5.363
C 0.918 -0.485 4.809
C 0.923 -0.584 3.446
N 1.053 0.480 2.617
H 1.241 2.884 4.933
H 1.039 0.926 6.440
H 0.825 -1.375 5.416
H 0.822 -1.545 2.959
O 6.807 -1.358 -1.193
C 5.947 -1.338 -0.130
O 6.159 -2.065 0.798
C 4.813 -0.396 -0.274
C 4.702 0.659 -1.210
Cl 6.031 1.665 -1.813
N 3.474 1.270 -0.985
N 2.772 0.576 0.003
C 3.613 -0.422 0.397
C 2.926 -1.533 1.152
O 3.441 -2.226 1.990
O 1.641 -1.629 0.784
C 2.822 2.141 -1.865
C 1.969 3.126 -1.377
C 1.335 3.987 -2.259
C 1.561 3.897 -3.630
C 2.421 2.914 -4.107
C 3.044 2.032 -3.235
H 6.494 -0.724 -1.855
H 1.806 3.188 -0.308
H 0.655 4.736 -1.867
H 1.061 4.570 -4.317
H 2.582 2.803 -5.173
H 3.654 1.217 -3.607
N -3.329 -5.129 -1.976
C -2.296 -4.201 -2.219
C -2.294 -3.434 -3.378
C -1.287 -2.505 -3.603
C -0.273 -2.358 -2.669
C -0.250 -3.145 -1.518
C -1.258 -4.061 -1.301
S 0.931 -1.091 -2.844
O 0.725 -0.455 -4.113
O 2.218 -1.624 -2.520
N 0.512 -0.133 -1.617
C -0.534 0.738 -1.656
N -0.508 1.540 -0.556
C -1.506 2.389 -0.405
C -2.522 2.496 -1.334
C -2.452 1.632 -2.419
N -1.486 0.748 -2.604
H -4.199 -4.875 -2.417
H -3.476 -5.294 -0.991
H -3.106 -3.539 -4.090
H -1.298 -1.863 -4.473
H 0.526 -3.000 -0.776
H -1.265 -4.646 -0.387
H -1.455 3.012 0.484
H -3.330 3.202 -1.210
H -3.235 1.647 -3.175
O -5.305 -1.849 0.642
S -4.260 -2.038 1.609
O -4.373 -3.150 2.513
N -2.802 -1.996 0.916
C -2.108 -0.944 1.299
O -0.947 -0.652 0.945
C -2.841 -0.025 2.268
C -2.417 1.165 2.816
C -3.290 1.815 3.690
C -4.539 1.276 3.980
C -4.961 0.083 3.405
C -4.078 -0.544 2.546
H -1.452 1.592 2.572
H -2.982 2.748 4.145
H -5.199 1.800 4.662
H -5.936 -0.337 3.617
*
```

HOMO-LUMO gap (spin up / spin down)   4.31 / 6.96 eV
LUMO energy (spin up / spin down)   3.996 / 3.995 eV
HOMO (spin up / spin down)   -0.31 / -2.96 eV

---

(4)
This record from OMol25 describes C5H6O2 as an isolated structure. The level of theory is ωB97M-V with the def2-TZVPD basis set.

```
! RIJCOSX wB97M-V def2-TZVPD def2/J DEFGRID3
* xyz 0 1
C 0.348 1.252 -0.477
C 1.030 -0.010 -0.228
C -0.907 -0.578 -0.477
C -1.000 0.821 -0.120
C -0.697 -0.190 1.025
H 0.939 1.743 0.305
H 0.576 1.752 -1.502
H 2.088 -0.232 -0.089
H -1.560 -1.337 -0.594
H -2.202 1.121 -0.311
H -1.009 -0.415 1.913
O 0.305 -1.140 -0.818
O 0.760 -0.160 1.061
*
```

HOMO-LUMO gap   9.86 eV
Relative energy (zero: lowest compared OMol25 entry of this formula, charge and spin)   114.91 kcal per mole
LUMO energy   0.934 eV
HOMO   -8.93 eV

---

(5)
This record from OMol25 describes one molecule with the formula C5H6O. The level of theory is ωB97M-V with the def2-TZVPD basis set.

```
! RIJCOSX wB97M-V def2-TZVPD def2/J DEFGRID3
* xyz 0 1
C 0.275 -1.358 -0.304
C 0.973 0.000 -0.241
O 0.392 0.768 -1.308
C -0.880 0.674 -0.836
C -0.933 0.806 0.571
C 0.337 0.502 1.002
H 0.875 -2.189 -0.700
H -0.358 -1.652 0.526
H 2.061 -0.002 -0.322
H -1.674 0.914 -1.538
H -1.820 1.039 1.148
H 0.752 0.497 2.001
*
```

HOMO-LUMO gap (spin up / spin down)   8.28 / 7.74 eV
Relative energy (zero: lowest compared OMol25 entry of this formula, charge and spin)   95.79 kcal per mole
LUMO energy (spin up / spin down)   0.065 / 0.128 eV
HOMO (spin up / spin down)   -8.21 / -7.61 eV

---

(6)
This record from OMol25 describes C5H11NO as an isolated structure. The level of theory is ωB97M-V with the def2-TZVPD basis set.

```
! RIJCOSX wB97M-V def2-TZVPD def2/J DEFGRID3
* xyz 0 1
C 0.486 -0.282 -0.366
C 0.027 1.009 -0.037
C 0.400 -1.414 0.617
C 2.350 0.446 -0.245
C -1.899 0.610 -0.579
N -2.736 -0.002 0.305
O -2.280 0.993 -1.666
H 0.384 -0.574 -1.408
H -2.423 -0.277 1.220
H -3.735 -0.006 0.119
H 0.174 1.808 -0.756
H -0.001 1.289 1.012
H 0.402 -1.056 1.649
H -0.505 -1.999 0.438
H 1.248 -2.093 0.490
H 2.671 0.212 -1.259
H 2.549 1.492 -0.019
H 2.887 -0.156 0.486
*
```

HOMO-LUMO gap   8.45 eV
Relative energy (zero: lowest compared OMol25 entry of this formula, charge and spin)   86.08 kcal per mole
LUMO energy   0.851 eV
HOMO   -7.60 eV

---

(7)
This record from OMol25 describes a 2-piece molecular cluster, C5H11N overall. The level of theory is ωB97M-V with the def2-TZVPD basis set.

```
! RIJCOSX wB97M-V def2-TZVPD def2/J DEFGRID3
* xyz 0 1
C -1.155 1.375 -0.085
C -1.330 -0.695 -0.236
N -0.061 -0.908 0.302
C 0.508 -2.069 0.536
C 0.574 0.328 0.560
C 1.482 0.786 -0.553
H -1.928 1.411 -0.863
H -1.628 1.585 0.875
H -0.459 2.185 -0.326
H -2.098 -0.540 0.520
H -1.628 -1.426 -0.999
H -0.102 -2.949 0.699
H 1.590 -2.138 0.546
H 1.074 0.334 1.540
H 2.402 0.181 -0.595
H 1.779 1.831 -0.398
H 0.981 0.709 -1.524
*
```

HOMO-LUMO gap (spin up / spin down)   7.48 / 7.48 eV
Relative energy (zero: lowest compared OMol25 entry of this formula, charge and spin)   143.61 kcal per mole
LUMO energy (spin up / spin down)   0.840 / 0.839 eV
HOMO (spin up / spin down)   -6.64 / -6.64 eV

---

(8)
This record from OMol25 describes C15H25N10SSc as an isolated structure. The level of theory is ωB97M-V with the def2-TZVPD basis set.

```
! RIJCOSX wB97M-V def2-TZVPD def2/J DEFGRID3
* xyz 4 1
Sc -0.162 0.409 -1.362
N 3.781 1.955 -1.733
C 4.273 0.677 -1.752
C 3.197 -0.146 -1.636
N 2.049 0.620 -1.546
C 2.451 1.906 -1.616
C 1.454 2.957 -1.602
N 0.155 2.619 -1.474
C -0.564 3.794 -1.565
C 0.305 4.829 -1.734
N 1.559 4.280 -1.753
H 4.359 2.783 -1.822
H 5.322 0.449 -1.855
H 3.181 -1.223 -1.623
H -1.640 3.831 -1.516
H 0.123 5.885 -1.853
H 2.405 4.821 -1.888
C -1.350 -5.229 -1.818
C -2.170 -4.003 -1.759
N -3.453 -3.949 -1.632
N -3.789 -2.641 -1.585
C -2.740 -1.842 -1.659
S -2.659 -0.135 -1.540
N -1.685 -2.685 -1.756
N -0.380 -2.216 -1.979
H -2.025 -6.083 -1.796
H -0.685 -5.301 -0.954
H -0.751 -5.296 -2.728
H -4.773 -2.391 -1.544
H 0.258 -2.926 -1.625
H -0.241 -2.218 -2.992
C 1.100 0.518 3.270
C 1.138 0.490 1.722
N -0.221 0.268 1.147
C -1.120 1.368 1.611
C -1.161 1.447 3.157
N -0.319 0.339 3.701
C -0.834 -0.982 3.233
C -0.753 -1.014 1.686
H 1.467 1.464 3.663
H 1.700 -0.280 3.702
H 1.796 -0.308 1.379
H 1.525 1.433 1.336
H -2.118 1.183 1.217
H -0.763 2.311 1.197
H -2.175 1.337 3.536
H -0.767 2.392 3.524
H -0.360 0.367 4.725
H -1.859 -1.097 3.580
H -0.234 -1.769 3.685
H -1.745 -1.177 1.267
H -0.102 -1.825 1.360
*
```

HOMO-LUMO gap   7.32 eV
Relative energy (zero: lowest compared OMol25 entry of this formula, charge and spin)   15.58 kcal per mole
LUMO energy   -13.103 eV
HOMO   -20.42 eV

---

Number 1: electronic energy -399.85739 a.u.. Number 2: electronic energy -3616.58563 a.u.. Number 3: electronic energy -4891.05944 a.u.. Number 4: electronic energy -344.41879 a.u.. Number 5: electronic energy -269.19359 a.u.. Number 6: electronic energy -326.99417 a.u.. Number 7: electronic energy -251.63368 a.u.. Number 8: electronic energy -2291.71501 a.u..